# 1
Formula: C21H32N4ORbS5Se
Source: the Open Molecules 2025 dataset
Level of theory: wB97M-V/def2-TZVPD

HOMO-LUMO gap: 7.2 eV
2S+1: 1
net charge: +1
energy above the lowest of the compared OMol25 structures with the same formula, charge and spin: 6.2 kcal/mol
total energy: -150477.8229 eV

```
65
Properties=species:S:1:pos:R:3:forces:R:3:lowdin_charge:R:1
Rb 0.571 0.229 -0.077 0.688 -0.732 0.193 0.69
Se 2.180 4.980 1.106 -0.176 -0.069 0.076 1.15
S 0.608 -1.361 3.406 0.011 0.078 -0.025 0.84
S 0.955 -3.543 -1.379 -0.013 0.068 -0.056 0.84
S -1.862 3.159 -0.477 0.118 -0.299 0.111 0.83
S -1.437 -2.588 0.901 -0.070 0.066 -0.058 0.83
S 2.929 -2.078 1.029 0.126 0.052 -0.031 0.81
O -1.332 1.755 -0.611 -0.764 0.749 -0.150 -0.77
N 0.818 -0.478 -3.132 -0.002 0.055 -0.004 0.04
N 0.937 5.533 2.252 0.174 -0.077 -0.135 -0.21
N 1.642 3.283 1.119 -0.027 0.161 0.036 -0.23
N -0.008 2.031 2.214 0.138 0.217 0.040 0.05
C 0.211 0.594 -3.820 0.028 -0.027 0.032 -0.33
C 2.247 -4.379 -0.430 0.109 -0.021 0.100 -0.52
C -1.163 0.609 -4.040 0.017 0.016 -0.009 -0.04
C -0.871 4.140 -1.587 0.047 0.065 -0.079 -0.22
C 2.250 -2.060 3.692 0.121 -0.053 0.042 -0.54
C -1.460 3.269 3.727 0.036 -0.154 -0.059 -0.03
C -0.416 -2.847 3.507 -0.094 -0.086 -0.022 -0.52
C -0.985 2.754 -5.128 -0.003 -0.028 -0.019 -0.11
C 3.388 -3.429 -0.076 0.023 -0.111 -0.100 -0.54
C -1.692 -2.694 2.684 -0.035 -0.003 0.141 -0.54
C -0.944 -4.292 0.565 0.052 -0.121 -0.033 -0.53
C 0.384 2.742 -4.898 0.004 0.032 0.008 -0.09
C -0.864 4.456 3.496 0.080 0.043 -0.065 0.01
C 0.980 1.676 -4.241 -0.020 -0.004 -0.035 -0.04
C 0.625 3.228 1.957 0.003 -0.384 -0.051 -0.50
C -0.509 -4.477 -0.882 -0.121 -0.072 0.001 -0.54
C -3.386 3.202 -1.403 -0.053 0.035 -0.107 -0.23
C -1.751 1.680 -4.695 -0.026 0.003 0.025 -0.10
C -0.986 2.080 3.058 -0.133 0.095 0.130 -0.13
C 2.790 -2.970 2.592 -0.084 0.000 0.136 -0.53
C 0.237 4.467 2.577 -0.132 0.177 0.120 -0.40
H 0.141 4.137 -1.184 0.003 0.011 -0.004 0.03
H -1.176 5.377 3.970 0.011 0.001 0.006 0.13
H 2.253 -2.601 4.640 -0.029 -0.009 -0.012 0.09
H -2.818 1.664 -4.881 0.002 0.010 -0.009 0.11
H -1.788 -4.956 0.765 -0.014 0.027 0.003 0.09
H -1.302 -4.156 -1.560 0.018 0.039 0.006 0.08
H 0.998 3.566 -5.239 0.000 -0.001 0.002 0.11
H 3.793 -2.962 -0.976 -0.051 0.047 0.007 0.07
H 2.145 -3.843 2.469 -0.014 0.026 -0.036 0.06
H -1.770 -0.226 -3.710 -0.002 -0.002 0.003 0.12
H -2.372 -3.520 2.903 0.032 -0.026 -0.037 0.09
H 4.211 -3.995 0.365 -0.025 0.013 0.041 0.09
H -2.290 3.176 4.413 -0.005 0.016 0.000 0.11
H -0.349 -5.538 -1.079 0.047 0.012 0.007 0.09
H -3.737 4.232 -1.463 -0.007 -0.001 -0.001 0.07
H -3.198 2.793 -2.395 -0.015 -0.002 0.003 0.05
H 1.812 -4.785 0.483 -0.034 0.004 -0.020 0.06
H -1.486 1.141 3.279 0.025 -0.011 -0.019 0.11
H 0.290 -1.339 -3.183 -0.023 -0.003 -0.009 0.05
H 2.051 1.671 -4.072 0.002 0.005 -0.004 0.11
H -0.134 -4.585 1.236 -0.001 0.038 0.013 0.06
H -0.881 3.683 -2.578 -0.012 -0.004 0.013 0.04
H -4.116 2.597 -0.870 0.013 -0.021 0.009 0.06
H -1.446 3.580 -5.654 0.005 0.002 -0.004 0.11
H 2.640 -5.220 -1.004 -0.007 0.019 -0.025 0.09
H 1.762 -0.659 -3.445 0.022 0.014 0.012 0.09
H 0.152 -3.705 3.151 0.032 0.017 0.002 0.06
H 2.911 -1.202 3.824 -0.036 0.026 -0.032 0.08
H -2.225 -1.784 2.966 0.038 0.031 -0.039 0.07
H 3.775 -3.332 2.892 0.009 0.013 -0.028 0.09
H -1.252 5.161 -1.614 -0.008 0.005 -0.006 0.07
H -0.680 -3.044 4.548 -0.002 0.033 0.005 0.09
```
Forces are in eV/Å.

=====

# 2
Formula: C21H32N7O2Ti
Source: the Open Molecules 2025 dataset
Level of theory: wB97M-V/def2-TZVPD

HOMO-LUMO gap: 7.6 eV
2S+1: 1
net charge: +3
energy above the lowest of the compared OMol25 structures with the same formula, charge and spin: 9.1 kcal/mol
total energy: -59915.6174 eV

```
63
Properties=species:S:1:pos:R:3:forces:R:3:lowdin_charge:R:1
Ti 0.587 -0.570 0.533 0.068 0.501 -0.576 1.24
O -0.568 0.437 1.712 0.058 0.518 1.079 -0.06
O -2.435 -1.999 -1.540 -0.148 0.395 0.275 0.19
N 0.867 2.474 -2.285 -0.143 -0.499 0.532 0.01
N 0.232 -2.087 2.108 -0.403 -0.153 0.317 -0.10
N -1.251 -0.768 -0.012 0.087 -0.163 -0.056 0.03
N 1.276 0.724 -0.735 0.460 0.083 -0.225 -0.07
N 2.444 -0.780 1.437 1.150 0.134 0.293 -0.14
N -0.469 2.215 -0.402 0.368 0.092 -0.021 0.08
N 1.181 -2.375 -0.393 -0.127 -0.470 -0.731 -0.12
C 2.545 0.549 -1.461 0.447 -0.009 -0.420 -0.17
C 0.345 -3.479 1.614 0.033 -0.571 -0.514 -0.12
C 2.615 -2.703 -0.175 0.760 -0.068 0.170 -0.12
C 0.581 1.817 -1.172 -0.694 0.944 -0.028 -0.29
C -2.983 0.305 1.068 -0.395 -0.119 -0.227 -0.09
C 1.797 1.993 -3.298 0.426 -0.509 -0.389 -0.11
C -3.553 -0.457 0.015 -0.070 0.404 0.514 -0.05
C -1.378 3.243 -0.905 -0.132 0.348 -0.271 -0.13
C -2.450 -1.182 -0.667 -0.373 -0.745 -0.741 -0.34
C 0.276 3.766 -2.642 -0.403 0.779 -0.041 -0.10
C -5.705 0.307 0.683 0.139 -0.076 -0.151 0.02
C -0.567 4.368 -1.531 -0.069 -0.236 0.000 -0.12
C -4.915 -0.460 -0.189 0.197 -0.037 0.017 0.06
C -1.565 0.059 1.001 -1.264 -0.085 -0.427 -0.40
C 3.181 -2.023 1.095 0.254 -0.694 -0.401 -0.11
C 2.275 0.591 -2.966 -0.054 0.098 0.221 -0.12
C 0.292 -3.460 0.088 -0.582 -0.628 0.406 -0.14
C 1.090 -1.762 3.269 0.514 0.180 0.538 -0.12
C -5.146 1.048 1.714 0.142 0.029 0.093 0.00
C -3.769 1.061 1.924 0.138 -0.068 -0.067 0.05
C 2.116 -0.676 2.879 -0.273 0.044 0.884 -0.14
H -5.369 -1.039 -0.979 -0.008 -0.054 -0.080 0.14
H 2.746 -3.788 -0.081 -0.088 0.193 -0.074 0.15
H -0.739 -1.961 2.401 0.280 0.014 -0.065 0.14
H -1.230 5.126 -1.946 0.068 0.032 -0.031 0.14
H 1.095 4.445 -2.899 -0.021 -0.175 -0.022 0.15
H 1.018 -2.313 -1.406 0.074 0.055 0.259 0.16
H 3.180 0.374 -3.534 -0.031 -0.050 0.032 0.14
H 1.301 2.015 -4.274 0.001 0.074 0.177 0.15
H -0.310 2.229 0.604 0.064 -0.046 -0.428 0.14
H 3.013 -0.778 3.505 -0.152 0.134 -0.220 0.16
H -0.323 3.622 -3.547 0.082 -0.064 0.090 0.15
H 3.010 -0.399 -1.188 -0.050 0.147 0.076 0.09
H 1.598 -2.662 3.629 -0.146 0.129 -0.115 0.14
H 1.694 0.327 3.059 0.193 -0.282 -0.072 0.13
H 0.057 4.848 -0.776 -0.002 -0.012 0.020 0.13
H 1.287 -3.917 1.953 -0.110 0.125 0.025 0.13
H -5.786 1.614 2.373 -0.061 0.055 0.020 0.13
H 2.644 2.685 -3.342 -0.120 -0.021 0.023 0.15
H -0.728 -3.277 -0.274 0.330 0.031 0.036 0.11
H 1.512 -0.151 -3.228 0.106 0.043 -0.005 0.13
H 0.608 -4.433 -0.308 -0.008 0.218 -0.007 0.15
H -6.776 0.319 0.545 -0.066 -0.018 0.000 0.14
H 3.239 1.361 -1.200 -0.066 -0.175 0.073 0.15
H 3.196 -2.415 -1.057 -0.224 0.026 0.145 0.13
H 3.132 -2.708 1.942 -0.042 0.121 -0.038 0.12
H -1.997 3.597 -0.082 0.045 -0.093 -0.016 0.14
H 4.244 -1.818 0.934 -0.163 0.079 0.124 0.15
H 3.057 0.015 1.232 -0.212 -0.144 -0.087 0.15
H -2.031 2.784 -1.656 0.013 0.064 0.120 0.14
H -0.456 -4.119 2.002 0.151 0.169 0.009 0.16
H -3.327 1.632 2.725 -0.008 0.095 0.158 0.14
H 0.494 -1.388 4.107 0.061 -0.087 -0.178 0.15
```
Forces are in eV/Å.

=====

# 3
Formula: C21H33AlBeCaCl3F3NO9PS
Source: the Open Molecules 2025 dataset
Level of theory: wB97M-V/def2-TZVPD

HOMO-LUMO gap: 1.2 eV
2S+1: 1
net charge: +2
total energy: -133475.7001 eV

```
75
Properties=species:S:1:pos:R:3:forces:R:3:lowdin_charge:R:1
Ca -0.663 0.523 -1.708 -2.301 -0.465 -2.048 1.68
Cl -0.770 -0.652 5.748 -0.002 -0.023 0.152 0.68
Cl -0.067 -3.252 3.715 -0.044 -0.032 0.015 0.57
Cl 3.634 5.565 0.748 0.119 0.171 -0.474 0.02
S -2.812 -3.629 0.965 2.291 2.551 -3.473 0.22
P 1.581 1.001 0.782 1.614 0.944 1.003 1.01
Al -4.889 -4.210 2.919 0.935 0.775 -1.841 1.17
F 0.847 -6.954 -5.854 0.647 0.560 0.394 -0.29
F 0.098 3.956 1.925 1.083 -1.337 1.396 0.04
F -3.756 8.064 -1.889 0.002 -0.022 -0.007 0.08
O -3.738 -3.686 -0.168 -0.450 -0.217 0.779 -0.26
O -2.781 -2.262 1.510 -0.614 -0.308 0.651 -0.36
O -6.812 -1.843 1.795 0.829 -0.710 1.321 -0.11
O -3.304 -4.576 2.047 -2.251 -1.035 2.496 -0.43
O 0.567 3.148 4.069 0.675 -0.919 0.500 0.11
O 1.007 1.010 3.587 0.392 -0.806 0.647 -0.02
O -1.479 -4.033 0.549 -0.633 -0.374 0.616 -0.27
O 1.159 1.719 5.864 -0.813 0.227 -3.247 0.20
O 0.658 0.481 -0.364 2.415 0.297 2.662 -0.76
N -1.769 1.284 3.134 0.109 -0.241 -0.169 0.04
C -1.988 7.190 -0.608 0.149 0.134 -0.106 -0.01
C 2.400 3.710 2.564 1.561 -0.834 1.773 -0.16
C 1.531 -4.052 -5.459 0.052 -0.651 -0.318 -0.21
C -4.206 6.246 -0.467 -0.243 -0.046 -0.102 -0.01
C 2.618 -5.020 -5.024 0.447 1.472 -0.293 -0.24
C 1.945 -2.578 -5.499 -0.389 0.113 0.670 -0.29
C -0.871 1.202 1.975 -0.563 0.129 -0.142 -0.22
C 3.523 2.667 2.914 -1.682 -0.957 -0.644 -0.08
C -2.416 5.329 0.858 -0.028 -0.212 -0.023 -0.12
C -0.724 -3.349 5.372 0.025 -0.052 0.068 -0.63
C 0.677 1.592 2.321 -1.895 0.382 1.283 -0.38
C -1.648 -2.192 5.667 -0.220 -0.214 0.102 -0.63
C 4.096 1.602 3.128 -0.660 0.218 -0.394 0.11
C 2.474 -2.006 -4.183 0.084 0.440 -0.342 -0.24
C 1.444 -2.027 -3.060 0.341 -0.109 0.363 -0.10
C -3.319 7.172 -0.993 0.163 -0.313 0.357 -0.28
C 0.945 3.119 2.696 -0.210 0.544 -0.521 -0.38
C 0.930 1.918 4.710 0.088 1.131 -1.609 -0.40
C 3.814 -5.046 -5.959 -0.130 -0.508 0.055 -0.08
C -3.751 5.316 0.459 0.254 0.115 -0.124 -0.09
C -1.536 6.267 0.327 -0.176 -0.106 -0.074 -0.08
Be 2.853 -1.319 -7.966 -0.015 0.006 -0.113 0.67
H 2.951 -4.792 -4.005 -0.127 -0.274 0.132 0.12
H 4.542 -5.785 -5.621 0.011 0.101 -0.100 0.09
H 1.180 -4.339 -6.455 -0.013 -0.057 0.118 0.12
H 0.117 -3.388 6.065 -0.086 0.100 -0.080 0.08
H -7.109 -1.614 0.909 0.013 -0.307 -0.728 -0.01
H 1.078 -1.986 -5.820 -0.028 -0.021 -0.032 0.10
H 2.781 -0.968 -4.355 0.085 -0.057 0.021 0.11
H 4.320 -4.075 -5.993 0.000 0.053 0.060 0.07
H 2.259 2.157 0.253 -0.323 -0.758 0.384 0.08
H 0.545 -1.458 -3.340 -0.307 0.021 -0.258 0.04
H -4.434 4.582 0.871 -0.009 0.117 0.005 0.10
H -5.242 6.258 -0.784 0.051 0.056 -0.001 0.12
H 2.635 4.204 1.544 -0.311 -0.424 0.779 -0.12
H 2.178 -6.042 -4.987 -0.851 -0.871 -0.314 0.11
H 4.508 0.568 3.288 -0.331 1.974 -0.063 0.08
H 1.864 -1.575 -2.156 0.034 -0.084 0.022 0.06
H -0.962 0.139 1.568 0.735 1.130 0.086 0.11
H -2.064 4.606 1.584 -0.090 0.142 0.031 0.08
H -1.272 -4.290 5.452 0.024 0.065 -0.066 0.08
H -2.726 1.014 2.854 0.711 0.452 -0.030 0.10
H 3.372 -2.542 -3.866 -0.099 -0.014 0.032 0.12
H 2.592 0.079 1.182 -0.620 0.202 -0.373 0.07
H -1.242 1.966 1.213 0.491 -0.876 0.679 0.11
H -2.136 -2.338 6.633 0.130 0.014 -0.015 0.08
H 1.139 -3.044 -2.809 -0.164 0.122 0.030 0.09
H 3.510 -5.313 -6.975 0.030 0.041 0.019 0.09
H -2.425 -2.095 4.906 0.136 -0.002 -0.039 0.06
H -1.316 7.922 -1.039 -0.072 0.016 0.032 0.12
H 2.715 -2.437 -6.281 0.311 -0.229 -0.074 -0.06
H 2.489 4.524 3.357 -0.330 -0.850 -1.244 0.15
H -1.516 0.559 3.814 0.151 0.310 -0.163 0.00
H 0.669 -4.169 -4.794 -0.035 0.138 -0.061 0.12
H -0.498 6.279 0.641 -0.071 0.054 -0.027 0.10
```
Forces are in eV/Å.

=====

# 4
Formula: C21H33BNO23PS5
Source: the Open Molecules 2025 dataset
Level of theory: wB97M-V/def2-TZVPD

SMILES: CCCCC1=C(B(O)OCC)C(=O)C(P(O)(O)=S)=C(OC#N)C1=O.O=S1(=O)OCCO1.O=S1(=O)OCCO1.O=S1(=O)OCCO1.O=S1(=O)OCCO1
HOMO-LUMO gap: 7.1 eV
2S+1: 1
energy above the lowest of the compared OMol25 structures with the same formula, charge and spin: 0.0 kcal/mol
total energy: -135026.7641 eV

```
85
Properties=species:S:1:pos:R:3:forces:R:3:lowdin_charge:R:1
S -1.611 1.617 4.258 0.098 -0.130 -0.970 0.31
S -5.698 -4.420 -4.421 0.010 -0.019 -0.214 0.66
S -6.553 1.058 -2.097 -0.060 -0.258 0.036 0.66
S 6.698 1.442 -3.478 0.082 0.076 -0.235 0.65
S -4.899 -1.176 2.582 0.707 -0.566 1.087 0.70
P -1.855 1.933 2.359 -2.141 1.542 0.386 0.37
O -6.507 -4.278 -3.244 0.487 -0.216 -1.052 -0.24
O 5.415 2.361 -3.866 0.400 -0.700 0.519 -0.19
O -7.533 -0.230 -1.947 0.395 0.980 0.276 -0.18
O -7.226 2.204 -1.563 0.498 -0.792 -0.692 -0.23
O -5.415 0.585 -1.040 -0.186 0.210 -1.068 -0.20
O 6.562 1.029 -2.112 0.283 0.504 -0.931 -0.24
O -4.969 -1.129 4.203 0.356 -0.099 -0.937 -0.17
O 6.352 0.179 -4.437 0.298 0.848 0.268 -0.19
O -3.139 0.981 1.759 4.250 6.682 -1.492 -0.29
O 7.878 2.079 -3.985 -0.823 -0.655 0.672 -0.22
O 4.404 3.231 3.245 -0.899 1.185 -2.948 0.00
O -4.681 -5.668 -4.197 -0.514 0.719 0.350 -0.19
O -2.324 3.582 2.101 1.316 -2.617 0.803 -0.26
O -6.251 -4.523 -5.740 0.199 0.215 1.238 -0.22
O -6.058 -0.516 2.049 1.326 -0.776 3.381 -0.24
O 0.633 4.025 2.108 0.476 -5.064 -1.583 0.04
O 3.643 4.919 1.595 -0.839 -3.225 -0.439 0.08
O -4.584 -3.238 -4.429 -0.519 -0.700 -0.263 -0.19
O -5.100 -2.782 2.408 -0.626 0.791 -0.001 -0.19
O -5.979 1.035 -3.412 -0.403 0.352 1.010 -0.23
O -3.564 -0.839 2.179 -2.901 -4.570 1.138 -0.26
O 1.837 0.038 -1.218 -2.052 2.210 4.905 0.04
O -0.930 -0.379 0.348 3.431 -2.418 -0.373 0.00
N -0.040 -2.715 -0.443 -2.001 5.873 3.845 0.17
C 6.601 3.886 2.051 0.437 0.042 -0.335 -0.09
C -4.896 -3.414 3.672 0.491 -0.160 0.499 -0.17
C 5.041 0.337 -4.982 -0.679 -0.055 0.102 -0.17
C 1.548 0.625 -0.110 2.310 -1.546 -3.432 -0.16
C -0.213 1.701 1.455 1.221 -1.661 -2.598 -0.09
C 5.030 0.294 1.486 0.430 -0.580 -0.063 -0.19
C 0.912 2.855 1.686 0.557 3.007 0.902 -0.21
C -6.826 -1.277 -1.281 0.819 -0.544 -0.253 -0.15
C -3.346 -5.232 -4.454 0.402 0.207 -0.502 -0.17
C -5.378 -2.403 4.702 -0.490 -0.430 0.105 -0.16
C 5.594 4.073 3.300 2.185 0.366 0.890 -0.22
C 4.811 1.840 -5.049 0.105 -0.083 -0.682 -0.17
C -3.320 -3.770 -4.032 0.395 -0.194 0.480 -0.17
C 0.102 0.601 0.568 0.183 3.331 2.582 -0.10
C -5.875 -0.569 -0.328 -1.552 0.173 -0.330 -0.20
C 2.484 2.566 1.408 -1.729 -3.285 -1.404 0.06
C 4.328 -1.117 1.855 -0.007 0.344 1.099 -0.22
C 2.780 1.461 0.548 -0.675 2.107 2.283 -0.03
C -0.385 -1.683 0.120 0.358 -2.180 -3.693 -0.18
C 4.319 1.088 0.266 -0.217 -0.816 -0.119 -0.13
C 3.691 -1.072 3.365 -0.228 -0.066 -0.291 -0.13
B 3.559 3.554 2.126 0.865 2.183 0.554 -0.46
H 6.186 3.727 4.241 -1.204 0.475 -1.587 0.13
H 4.329 -0.141 -4.302 -0.007 0.046 -0.068 0.13
H 5.372 5.193 3.477 -0.012 -1.862 -0.522 0.13
H -6.469 -2.406 4.777 0.066 -0.048 0.020 0.13
H 3.584 -2.144 3.799 0.112 1.860 -0.780 0.07
H -4.946 -2.582 5.688 0.080 0.238 -0.166 0.14
H 4.976 -0.135 -5.963 0.256 0.027 0.141 0.14
H 4.352 -0.454 4.091 -0.995 -1.074 -1.322 0.08
H 3.752 2.097 -5.086 0.153 0.051 0.261 0.14
H 7.614 4.423 2.249 -1.853 -0.800 -0.056 0.09
H -6.277 -1.848 -2.037 -0.119 -0.080 0.043 0.11
H 2.647 -0.575 3.350 1.641 -0.775 0.076 0.07
H -5.445 -4.355 3.724 -0.050 0.185 -0.238 0.14
H -3.157 -5.337 -5.527 0.063 0.035 0.074 0.13
H -2.629 -5.838 -3.900 -0.295 -0.029 0.063 0.14
H -6.403 -0.224 0.587 0.357 -0.179 -2.428 0.08
H 6.888 2.772 1.873 -0.765 1.871 0.371 0.08
H 4.971 2.018 0.058 -1.401 -1.304 0.189 0.12
H -2.508 -3.218 -4.508 -0.279 0.051 -0.057 0.14
H 4.360 0.393 -0.651 -0.045 1.256 1.345 0.11
H -3.825 -3.611 3.782 -0.078 -0.016 0.057 0.14
H -5.033 -1.201 -0.042 0.086 0.213 -0.283 0.12
H 6.112 0.054 1.137 -1.801 0.604 0.435 0.12
H -3.236 -3.674 -2.946 0.068 -0.032 -0.062 0.13
H 3.112 4.910 0.752 0.691 0.328 1.349 0.12
H 5.322 2.279 -5.911 -0.079 -0.062 0.005 0.13
H -7.519 -1.939 -0.761 -0.096 0.245 -0.121 0.14
H -3.204 1.019 0.769 0.004 0.124 0.892 0.10
H -1.946 4.070 2.886 -0.404 -0.655 -1.099 0.06
H 5.110 -1.972 1.890 -1.317 1.471 -0.459 0.11
H 3.512 -1.332 1.069 1.286 0.006 1.282 0.10
H 5.128 0.934 2.438 -0.334 -0.823 -1.593 0.10
H 6.205 4.349 1.064 0.446 -0.889 1.729 0.08
```
Forces are in eV/Å.